Entry 1:
Computed, not measured: a molecular structure, C22H36BrMnN2Sb2 in a non-equilibrium geometry, with ωB97M-V with the def2-TZVPD basis set.

Geometry as XYZ:
```
64
Properties=species:S:1:pos:R:3:mulliken_charge:R:1
Mn -0.042 1.131 -0.116 0.53
C -3.020 -0.655 2.173 -1.21
Sb -1.106 -1.031 1.299 0.80
C 0.072 -1.582 2.994 -1.31
C -1.659 -2.964 0.642 -1.84
C -0.705 -4.113 0.908 1.01
C -0.763 -4.653 2.227 -0.54
C -0.093 -5.783 2.530 -0.54
C 0.743 -6.395 1.571 -0.89
C 0.849 -5.749 0.292 -0.55
C 0.098 -4.582 -0.057 1.00
C 0.107 -4.114 -1.513 -1.96
Sb 1.972 -3.145 -2.318 0.78
C 1.482 -1.120 -1.609 -1.79
C 1.226 -2.548 -4.185 -1.25
H -3.599 -1.584 2.144 0.32
H -3.501 0.081 1.522 0.34
H -2.852 -0.128 3.121 0.39
H 0.668 -0.769 3.444 0.39
H 0.765 -2.253 2.580 0.41
H -0.609 -2.051 3.704 0.38
H -1.913 -2.895 -0.387 0.48
H -2.591 -3.208 1.106 0.58
H -1.428 -4.124 2.944 0.32
H -0.196 -6.270 3.493 0.40
H 1.262 -7.330 1.746 0.41
H 1.431 -6.160 -0.523 0.44
H -0.732 -3.558 -1.745 0.53
H -0.114 -5.062 -2.007 0.65
H 2.288 -0.524 -2.034 0.49
H 1.586 -0.940 -0.559 0.35
H 0.561 -0.863 -1.996 0.63
H 0.132 -2.645 -4.330 0.35
H 1.729 -2.867 -5.085 0.42
H 1.411 -1.469 -4.259 0.27
C -0.619 4.742 -1.398 -1.93
C -1.756 4.036 -0.680 1.52
C -1.697 4.062 0.828 -1.30
C -3.012 4.710 -1.143 -1.81
N -1.645 2.557 -0.924 -0.09
N -0.983 2.088 -2.143 -0.53
H -0.412 5.631 -0.817 0.44
H -0.837 5.072 -2.444 0.33
H 0.346 4.266 -1.407 0.47
H -1.715 5.148 1.197 0.39
H -0.745 3.575 1.126 0.19
H -2.598 3.557 1.213 0.36
H -3.046 5.749 -1.025 0.45
H -3.793 4.297 -0.482 0.41
H -3.237 4.602 -2.218 0.40
H -2.614 2.224 -0.901 0.25
H -0.292 2.769 -2.544 0.27
H -1.647 2.066 -2.959 0.29
Br 6.094 3.862 1.208 -0.19
C 4.250 3.311 1.034 0.17
C 3.751 3.289 -0.258 -0.51
C 2.534 2.693 -0.515 0.11
C 1.766 2.128 0.506 -0.15
C 2.370 2.069 1.821 0.03
C 3.575 2.721 2.112 -0.52
H 4.402 3.791 -1.068 0.29
H 2.144 2.747 -1.558 0.24
H 1.896 1.560 2.655 0.24
H 4.056 2.603 3.065 0.43
```

The HOMO energy (spin up / spin down) is -10.736 / -10.834 eV. As for the expectation value of S²: 8.76. The spin multiplicity is 6. As for the LUMO energy (spin up / spin down): -2.67 / -3.01 eV. As for the net charge: +1.

***

Entry 2:
Computed, not measured: 15 unconnected molecules or ions with the total composition C32H42B2Cl42F2O7Si in a non-equilibrium geometry, with ωB97M-V with the def2-TZVPD basis set.

Geometry as XYZ:
```
128
Properties=species:S:1:pos:R:3:mulliken_charge:R:1
C 2.844 -2.858 -2.037 -0.69
C 3.458 -2.276 -3.322 0.29
O 2.554 -1.482 -4.106 -0.60
B 1.492 -2.159 -4.621 0.46
O 1.616 -3.550 -4.794 -0.56
C 0.110 -1.495 -5.121 -0.91
O -0.804 -2.612 -5.114 -0.40
C -1.584 -2.603 -4.020 0.42
O -2.257 -3.494 -3.578 -0.65
O -1.491 -1.333 -3.479 0.49
C -0.669 -0.453 -4.264 1.55
B 0.063 0.421 -3.115 -0.48
O -0.046 1.815 -3.124 -0.57
O 0.779 -0.160 -2.108 -0.08
C 0.865 0.607 -0.897 -0.33
C -0.496 0.761 -0.192 -0.22
C -1.556 0.369 -5.251 0.54
F -0.811 1.358 -5.828 -0.36
F -1.956 -0.423 -6.294 -0.35
C -2.810 1.003 -4.626 -1.11
C -4.016 0.032 -4.518 -0.45
Si -4.849 0.003 -2.808 -0.47
C -6.555 0.822 -2.989 -1.11
C -3.844 0.846 -1.450 -0.64
C -4.968 -1.820 -2.287 0.66
C -4.246 -2.244 -1.185 0.71
C -4.292 -3.582 -0.828 -0.12
C -5.037 -4.482 -1.565 -1.25
C -5.764 -4.022 -2.644 -0.99
C -5.746 -2.695 -3.032 -0.25
H 3.518 -2.792 -1.175 0.28
H 1.854 -2.460 -1.798 -0.01
H 2.703 -3.937 -2.207 0.34
H 4.258 -1.597 -3.013 -0.11
H 3.967 -3.047 -3.909 0.27
H 2.187 -3.661 -5.566 0.26
H 0.337 -1.179 -6.148 0.37
H -0.792 2.116 -2.594 0.35
H 1.399 1.559 -1.004 0.39
H 1.479 0.020 -0.202 0.23
H -1.025 1.685 -0.446 0.26
H -1.066 -0.151 -0.401 -0.01
H -0.353 0.783 0.897 0.00
H -2.567 1.522 -3.696 0.18
H -3.090 1.788 -5.343 0.48
H -3.699 -0.992 -4.749 0.26
H -4.799 0.265 -5.251 0.71
H -7.373 0.256 -2.550 0.42
H -6.757 0.925 -4.070 0.40
H -6.561 1.846 -2.599 0.24
H -3.838 1.943 -1.517 0.55
H -2.796 0.540 -1.613 -0.46
H -4.108 0.532 -0.437 0.61
H -3.640 -1.575 -0.587 -0.21
H -3.677 -3.901 0.040 0.25
H -5.028 -5.532 -1.284 0.53
H -6.341 -4.735 -3.231 0.51
H -6.326 -2.381 -3.896 0.49
C 5.722 -0.322 -0.390 -0.46
Cl 6.654 -1.343 -1.485 -0.02
Cl 4.258 0.286 -1.172 0.10
Cl 5.305 -1.212 1.080 -0.04
H 6.335 0.527 -0.117 0.35
C 3.224 0.922 3.721 -0.11
Cl 2.941 2.409 4.620 -0.11
Cl 2.760 -0.477 4.688 -0.11
Cl 2.365 0.912 2.167 0.12
H 4.285 0.855 3.513 0.28
C -1.464 -2.796 2.725 -0.11
Cl -1.654 -1.178 3.410 -0.08
Cl -1.915 -4.030 3.903 -0.15
Cl -2.423 -2.966 1.247 -0.01
H -0.421 -2.935 2.471 0.26
C -7.763 1.989 0.423 -0.19
Cl -7.036 0.472 -0.111 0.10
Cl -7.697 2.120 2.183 -0.11
Cl -6.964 3.377 -0.326 -0.14
H -8.803 1.993 0.120 0.37
C 5.925 2.506 -3.623 0.64
Cl 5.520 4.186 -3.973 -0.13
Cl 6.804 1.780 -4.969 -0.13
Cl 6.865 2.388 -2.132 -0.13
H 5.002 1.955 -3.483 -0.25
C -3.049 -5.985 -5.208 0.76
Cl -4.397 -5.023 -5.815 -0.16
Cl -3.640 -7.424 -4.368 -0.16
Cl -1.960 -6.435 -6.525 -0.17
H -2.497 -5.378 -4.500 -0.26
C -9.279 -2.125 2.448 -0.06
Cl -9.689 -0.487 1.932 -0.10
Cl -8.411 -2.980 1.171 -0.07
Cl -8.325 -2.087 3.933 -0.13
H -10.200 -2.658 2.650 0.35
C 5.844 3.908 7.585 0.04
Cl 5.980 2.987 6.086 -0.09
Cl 4.284 4.727 7.669 -0.12
Cl 6.071 2.856 8.983 -0.11
H 6.623 4.660 7.594 0.27
C 4.416 -3.892 4.418 0.06
Cl 3.860 -5.012 3.174 -0.13
Cl 5.504 -4.702 5.546 -0.12
Cl 5.205 -2.493 3.685 -0.05
H 3.552 -3.542 4.971 0.25
C -1.249 3.606 3.890 -0.09
Cl -2.785 2.745 4.027 -0.11
Cl -0.054 2.618 3.049 0.02
Cl -1.473 5.152 3.067 -0.15
H -0.882 3.804 4.889 0.31
C 4.890 8.971 7.829 -0.02
Cl 5.835 7.953 6.738 -0.11
Cl 3.462 9.603 7.006 -0.08
Cl 4.428 8.077 9.277 -0.11
H 5.507 9.809 8.130 0.32
C 1.346 11.741 4.903 0.27
Cl 1.486 11.869 3.149 -0.12
Cl 2.510 12.801 5.701 -0.12
Cl -0.298 12.114 5.426 -0.12
H 1.566 10.720 5.185 0.09
C 7.140 -4.808 -3.613 -0.07
Cl 8.649 -5.069 -2.736 -0.12
Cl 5.751 -5.148 -2.579 -0.09
Cl 7.061 -3.158 -4.238 -0.10
H 7.113 -5.490 -4.453 0.37
C 4.983 -2.106 8.768 -0.05
Cl 5.103 -1.983 7.012 0.00
Cl 6.156 -1.044 9.548 -0.11
Cl 3.344 -1.730 9.308 -0.13
H 5.207 -3.126 9.052 0.31
```

The HOMO energy is -8.931 eV. As for the LUMO energy: -0.01 eV.

***

Entry 3:
Computed, not measured: C5H7NS in the gas phase in a non-equilibrium geometry, with ωB97M-V with the def2-TZVPD basis set.

Geometry as XYZ:
```
14
Properties=species:S:1:pos:R:3:mulliken_charge:R:1
S -3.025 0.253 -0.027 -0.18
N -1.712 -0.885 0.030 -0.57
C -0.564 -0.387 -0.001 0.37
C -0.128 1.121 0.032 -0.57
C 1.355 1.043 -0.009 -0.45
C 1.832 -0.224 -0.037 -0.40
C 0.709 -1.265 0.005 -0.44
H -3.945 -0.705 -0.026 0.17
H -0.502 1.788 -0.802 0.36
H -0.437 1.602 0.930 0.36
H 1.960 1.961 0.026 0.38
H 2.875 -0.482 -0.163 0.41
H 0.794 -1.910 0.893 0.28
H 0.789 -1.910 -0.848 0.29
```

The HOMO energy is -8.882 eV. As for the structure (SMILES): SN=C1CC=CC1. As for the energy relative to the best compared isomer or geometry (same formula, charge and spin): 1.157 eV. As for the LUMO energy: 0.95 eV.

***

Entry 4:
Computed, not measured: a molecular structure, C60H42HgN11O2P in a non-equilibrium geometry, with ωB97M-V with the def2-TZVPD basis set.

Geometry as XYZ:
```
117
Properties=species:S:1:pos:R:3:mulliken_charge:R:1
Hg -1.186 1.035 0.173 3.01
C -4.978 -9.353 8.742 -0.70
O -4.955 -9.289 7.342 -0.44
C -4.860 -8.121 6.672 0.87
C -5.219 -8.147 5.307 -0.47
C -5.145 -7.051 4.497 -0.77
C -4.770 -5.807 5.148 0.32
C -4.577 -5.771 6.550 -0.76
C -4.620 -6.940 7.333 -0.24
C -4.477 -4.609 4.308 0.19
N -4.478 -4.646 2.947 -0.72
C -4.052 -3.390 2.629 1.13
C -3.773 -2.574 3.576 -0.65
N -4.192 -3.349 4.680 -0.06
C -3.323 -1.200 3.379 0.89
C -3.400 -0.366 4.411 -0.43
C -2.822 0.945 4.270 -1.25
C -2.223 1.177 3.088 -0.07
N -2.146 0.319 2.102 0.01
C -2.946 -0.837 2.073 -0.29
C -3.113 -1.766 1.009 -3.10
N -2.449 -1.416 -0.190 1.80
C -3.479 -1.730 -1.289 -2.02
C -4.178 -2.908 -1.199 -0.94
C -4.133 -3.670 -0.061 -1.73
C -3.795 -2.965 1.172 1.85
H -4.716 -10.370 9.038 0.25
H -5.958 -9.048 9.179 0.31
H -4.212 -8.652 9.172 0.25
H -5.558 -9.054 4.975 0.52
H -5.328 -6.970 3.436 0.53
H -4.360 -4.794 7.118 0.04
H -4.570 -6.805 8.466 0.12
H -4.368 -3.059 5.652 0.29
H -3.750 -0.700 5.357 0.40
H -3.026 1.738 4.876 0.44
H -1.532 2.081 2.978 0.25
H -3.304 -1.223 -2.128 1.96
H -4.778 -3.180 -2.030 0.53
H -4.662 -4.533 -0.023 0.76
C -2.782 -3.023 -6.683 -0.52
C -2.483 -1.656 -6.676 -0.48
C -1.931 -1.063 -5.549 -0.57
C -1.630 -1.718 -4.361 0.26
C -1.829 -3.101 -4.387 -0.31
C -2.402 -3.712 -5.504 -0.71
P -1.042 -0.713 -2.906 0.41
C 0.473 0.028 -3.615 0.28
C 0.682 1.345 -3.205 -0.30
C 1.811 2.131 -3.582 -0.46
C 2.596 1.633 -4.580 -0.60
C 2.396 0.384 -5.056 -0.70
C 1.423 -0.487 -4.556 -0.16
C -0.436 -1.781 -1.612 1.35
C 0.807 -2.607 -1.786 -1.10
C 1.206 -3.420 -0.913 -0.88
C 0.560 -3.662 0.343 -1.73
C -0.587 -2.885 0.417 0.43
C -1.108 -1.958 -0.261 0.14
H -3.353 -3.591 -7.450 0.33
H -2.448 -1.045 -7.608 0.29
H -1.719 0.029 -5.492 0.30
H -1.646 -3.660 -3.427 0.24
H -2.406 -4.717 -5.452 0.52
H -0.023 1.940 -2.524 -0.31
H 1.962 3.102 -3.106 0.57
H 3.372 2.210 -5.051 0.44
H 3.072 -0.045 -5.818 0.29
H 1.272 -1.490 -4.927 0.52
H 1.072 -2.159 -2.639 0.67
H 2.082 -3.823 -1.162 0.58
H 0.743 -4.438 0.924 0.75
H -1.339 -3.376 1.180 -0.20
C 10.275 8.966 -1.304 -0.86
O 9.823 7.992 -2.243 -0.45
C 8.608 7.439 -2.078 0.75
C 8.375 6.217 -2.648 -0.64
C 7.243 5.448 -2.349 -0.63
C 6.234 6.001 -1.547 -0.16
C 6.451 7.300 -0.985 -0.78
C 7.621 7.986 -1.175 -0.21
C 5.115 5.135 -1.077 0.19
N 3.938 5.603 -0.760 -0.77
C 3.131 4.570 -0.415 1.36
C 3.788 3.389 -0.567 -0.48
N 4.963 3.735 -1.112 0.00
C 3.088 2.095 -0.411 2.04
C 3.825 0.900 -0.389 -1.15
C 3.154 -0.208 -0.124 -0.89
C 1.775 -0.181 0.071 -0.49
N 1.069 0.958 -0.056 0.15
C 1.749 2.136 -0.066 -0.98
C 1.090 3.404 0.097 0.04
N -0.176 3.337 0.318 -0.02
C -0.800 4.467 0.847 -0.84
C -0.275 5.679 0.810 -1.19
C 0.986 5.729 0.301 0.11
C 1.779 4.698 -0.027 -0.48
H 11.326 9.049 -1.497 0.24
H 10.122 8.638 -0.288 0.39
H 9.721 9.904 -1.448 0.33
H 9.078 5.767 -3.284 0.43
H 6.992 4.524 -2.766 0.51
H 5.727 7.742 -0.346 0.45
H 7.885 8.889 -0.583 0.30
H 5.693 3.033 -1.259 0.30
H 4.772 0.829 -0.941 0.14
H 3.472 -1.276 -0.050 0.34
H 1.246 -1.065 0.497 0.27
H -1.727 4.292 1.249 0.60
H -0.912 6.459 1.278 0.32
H 1.571 6.665 0.263 0.44
N -2.392 5.435 -3.538 -0.64
C -2.822 4.463 -3.063 0.54
N -3.527 3.489 -2.593 -0.79
C -3.161 2.744 -1.628 0.57
N -2.844 1.948 -0.827 -0.84
```

The HOMO energy (spin up / spin down) is -2.661 / -3.751 eV. As for the energy relative to the best compared isomer or geometry (same formula, charge and spin): 10.248 eV. As for the expectation value of S²: 0.77. The spin multiplicity is 2. As for the LUMO energy (spin up / spin down): 1.84 / 1.84 eV. As for the net charge: -1.

***

Entry 5:
Computed, not measured: a molecular structure, C5H6Br2 in a non-equilibrium geometry, with ωB97M-V with the def2-TZVPD basis set.

Geometry as XYZ:
```
13
Properties=species:S:1:pos:R:3:mulliken_charge:R:1
C -0.882 -0.880 0.806 0.48
C -0.286 -0.060 0.110 -0.22
C -1.199 -2.099 1.509 -1.27
C 1.637 1.351 -0.918 -1.01
C 0.127 1.168 -0.696 0.03
Br -0.815 2.789 -0.049 0.02
Br -0.647 0.908 -2.524 -0.05
H -2.215 -2.116 1.792 0.33
H -0.706 -2.124 2.364 0.37
H -0.830 -2.961 0.883 0.27
H 1.844 2.083 -1.832 0.27
H 1.868 0.348 -1.374 0.33
H 2.105 1.591 -0.071 0.44
```

The HOMO energy (spin up / spin down) is -5.394 / -9.527 eV. As for the energy relative to the best compared isomer or geometry (same formula, charge and spin): 2.556 eV. As for the expectation value of S²: 2.01. The spin multiplicity is 3. As for the LUMO energy (spin up / spin down): 0.67 / -4.06 eV.

***

Entry 6:
Computed, not measured: a molecular structure, C54H58AsClNPSe2Ta in a non-equilibrium geometry, with ωB97M-V with the def2-TZVPD basis set.

Geometry as XYZ:
```
119
Properties=species:S:1:pos:R:3:mulliken_charge:R:1
Ta 0.259 0.798 -0.035 0.21
C -4.148 -0.756 5.576 -1.33
C -4.059 0.714 5.278 0.97
C -4.518 1.648 6.244 -0.70
C -4.505 3.023 5.966 -0.80
C -4.023 3.451 4.746 -0.71
C -3.491 2.593 3.820 -0.77
C -3.540 1.218 4.046 0.67
P -2.721 0.270 2.735 0.95
C -2.943 -1.579 2.624 0.67
C -4.131 -2.066 2.042 -0.75
C -4.286 -3.427 1.742 -0.69
C -3.271 -4.347 1.973 -0.84
C -2.162 -3.899 2.648 -0.81
C -1.995 -2.550 3.011 1.41
C -0.760 -2.274 3.807 -1.33
C -3.562 0.914 1.221 0.16
C -4.872 1.441 1.287 -0.78
C -5.534 1.922 0.150 -0.97
C -5.026 1.666 -1.131 -0.88
C -3.766 1.058 -1.225 -0.31
C -3.003 0.683 -0.082 0.07
C -1.719 -0.048 -0.259 -1.24
H -4.388 -1.019 6.611 0.44
H -3.221 -1.265 5.306 0.12
H -4.953 -1.229 4.998 0.31
H -4.865 1.275 7.225 0.30
H -4.984 3.733 6.622 0.39
H -4.084 4.496 4.474 0.41
H -2.965 2.971 2.916 0.34
H -4.961 -1.407 1.828 0.46
H -5.251 -3.667 1.272 0.36
H -3.359 -5.351 1.596 0.42
H -1.402 -4.579 2.978 0.43
H -0.440 -3.206 4.295 0.63
H -0.909 -1.471 4.551 -0.01
H 0.053 -1.968 3.166 0.10
H -5.407 1.433 2.217 0.57
H -6.458 2.481 0.264 0.40
H -5.582 1.903 -2.050 0.37
H -3.391 0.819 -2.218 0.52
H -1.548 -0.395 -1.317 0.25
H -1.589 -0.923 0.387 0.38
Se 1.446 -1.173 0.248 -0.59
Cl 1.078 3.074 0.123 -0.49
C 7.882 -0.981 -2.832 -1.48
C 6.385 -0.912 -2.895 0.91
C 5.604 -2.022 -3.127 -0.95
C 4.199 -1.998 -2.967 0.91
C 3.429 -3.309 -2.935 -1.38
C 3.555 -0.737 -2.857 -0.14
As 1.575 -0.742 -2.638 1.19
N 0.574 0.925 -1.994 0.40
C 0.051 1.913 -2.878 1.27
C 0.630 2.210 -4.138 0.13
C 0.124 3.237 -4.921 -0.97
C -0.960 4.008 -4.507 -0.63
C -1.518 3.763 -3.253 -0.95
C -1.062 2.707 -2.472 -0.35
C 0.783 -1.098 -4.533 0.72
C 1.390 -0.864 -5.846 0.85
C 2.765 -0.362 -6.019 -1.11
C 0.615 -1.188 -6.947 -0.92
C -0.712 -1.625 -6.878 0.57
C -1.595 -1.944 -8.066 -1.47
C -1.222 -1.928 -5.626 -1.01
C -0.409 -1.797 -4.466 0.48
C -0.826 -2.623 -3.252 -1.42
C 4.381 0.445 -2.708 0.26
C 3.774 1.760 -2.270 -1.02
C 5.762 0.319 -2.673 -0.95
H 8.239 -1.675 -2.043 0.30
H 8.333 0.001 -2.630 0.33
H 8.295 -1.314 -3.793 0.34
H 6.088 -2.996 -3.319 0.35
H 4.056 -4.217 -2.912 0.44
H 2.721 -3.400 -3.796 0.20
H 2.806 -3.403 -2.018 0.18
H 1.503 1.708 -4.474 -0.03
H 0.524 3.463 -5.936 0.33
H -1.364 4.766 -5.172 0.35
H -2.377 4.337 -2.884 0.40
H -1.505 2.582 -1.485 0.38
H 2.845 0.757 -5.902 0.21
H 3.106 -0.608 -7.030 0.46
H 3.450 -0.841 -5.291 -0.04
H 1.049 -1.085 -7.936 0.33
H -1.275 -1.430 -8.990 0.37
H -2.641 -1.664 -7.837 0.38
H -1.553 -3.043 -8.302 0.26
H -2.173 -2.455 -5.564 0.41
H -1.549 -3.420 -3.545 0.45
H -1.282 -2.066 -2.437 0.16
H 0.055 -3.122 -2.801 0.26
H 3.218 1.704 -1.314 -0.09
H 3.205 2.186 -3.115 0.11
H 4.600 2.459 -2.102 0.51
H 6.397 1.204 -2.548 0.20
C 4.222 0.455 7.104 -1.50
C 3.129 0.622 6.095 0.37
C 3.445 0.737 4.748 -1.22
C 2.467 1.079 3.738 0.95
C 3.006 1.276 2.373 -0.49
C 1.113 1.140 4.072 -0.08
Se -0.399 1.170 2.632 0.73
C 0.781 0.987 5.451 0.87
C -0.610 1.209 6.011 -0.57
C 1.781 0.673 6.398 -1.07
H 5.154 0.931 6.819 0.39
H 4.512 -0.618 7.269 0.26
H 3.903 0.873 8.089 0.34
H 4.476 0.650 4.441 0.29
H 4.112 1.211 2.445 0.36
H 2.754 2.255 1.928 0.10
H 2.690 0.475 1.679 -0.30
H -1.359 0.791 5.348 -0.31
H -0.846 2.254 6.115 0.41
H -0.723 0.793 7.053 0.32
H 1.398 0.466 7.389 0.30
```

The HOMO energy is -2.617 eV. As for the LUMO energy: 2.35 eV. As for the net charge: -1.

***

no.,DFT total energy (a.u.)
1,-5174.527807
2,-21638.331295
3,-647.614506
4,-3558.916822
5,-5341.871997
6,-10044.493757